The following is a DFT calculation (wB97M-V/def2-TZVPD) of a 3-piece molecular cluster, C25H49BCl2F3N2O2PS overall.

Properties
* Kohn-Sham gap: 8.53 eV
* SMILES string: CCCCCCCCCCCCP(S)(B(O)OC)([C@H](Cl)[C@@H](C)Cl)C(F)(F)F.CCCC#N.CCCC#N

Element x y z (Å)
1 F -1.954 3.633 -1.726
2 O 2.447 1.133 -3.791
3 H 1.425 -3.463 1.776
4 H -0.609 -1.210 -6.032
5 H -0.024 -1.235 -0.170
6 C -5.599 -0.267 8.244
7 H -3.314 0.115 4.813
8 H 2.886 0.503 -1.299
9 B 1.135 1.689 -3.430
10 H -0.297 0.375 -1.613
11 H 0.123 -1.636 3.107
12 H 2.500 -1.829 -0.943
13 H 1.534 0.388 0.116
14 H 3.779 2.942 -2.489
15 C -4.978 -1.458 8.973
16 C -0.785 -4.681 -5.922
17 C -5.440 -0.360 6.787
18 H 3.320 -3.270 -0.051
19 H 4.322 5.371 -4.655
20 H 0.673 -2.330 -5.587
21 H 3.801 0.789 1.798
22 C -1.096 -3.269 -6.407
23 H -3.582 -0.154 2.470
24 H -5.563 -3.031 7.584
25 H -6.661 -0.185 8.499
26 H 0.292 -4.870 -5.932
27 H -1.266 -5.416 -6.576
28 H 4.322 3.431 -5.029
29 H -1.016 -2.456 0.866
30 C -2.592 -0.746 4.480
31 C -0.848 4.129 -2.631
32 H -1.477 0.777 1.388
33 H 2.015 -0.715 -4.965
34 H -1.041 0.838 3.223
35 N -1.273 -2.156 -3.087
36 H 2.726 2.599 1.232
37 C 0.003 -0.907 2.192
38 C 3.344 -1.374 1.245
39 H -5.051 -1.287 10.053
40 O -0.050 1.062 -4.118
41 Cl 1.666 4.418 -4.930
42 C 2.322 -0.357 -3.894
43 H -1.524 -0.512 4.913
44 H -2.552 -1.836 2.388
45 C 3.524 4.019 -2.857
46 H 5.565 4.209 -3.849
47 H -2.940 -1.821 4.811
48 H 1.723 4.543 -0.382
49 H 4.385 -1.898 1.507
50 C -0.001 -1.830 0.837
51 C -2.633 -0.748 2.813
52 H -2.182 -3.119 -6.406
53 H -5.117 0.653 8.597
54 H 1.789 5.459 -2.699
55 C -0.413 -2.185 -5.572
56 N -5.319 -0.442 5.636
57 P 0.745 3.092 -2.193
58 F -1.349 3.834 -4.015
59 H 1.551 -0.709 -3.053
60 H 2.749 -1.379 2.281
61 H -5.204 -3.592 9.220
62 H 0.941 -0.170 2.138
63 H -0.760 -3.175 -7.446
64 H -6.725 -2.745 8.894
65 H 0.896 -3.808 -0.002
66 Cl 4.167 5.295 -1.617
67 C -5.661 -2.782 8.645
68 H -0.116 1.581 -4.991
69 C 1.210 -2.929 0.737
70 C 1.916 4.327 -3.057
71 H 4.743 0.273 0.250
72 H -1.157 -4.847 -4.906
73 C 1.446 3.385 -0.464
74 F -0.720 5.569 -2.327
75 S -0.652 1.686 -1.259
76 C 2.675 2.464 0.045
77 C -1.314 0.096 2.329
78 C 4.431 4.269 -4.220
79 C 2.558 0.853 -0.207
80 C 3.703 0.154 0.792
81 H -3.911 -1.535 8.732
82 H 0.550 3.243 0.312
83 H 3.758 2.805 -0.321
84 C 2.629 -2.310 0.115
85 H 3.370 -0.802 -3.536
86 C -0.896 -2.164 -4.184

Cartesian forces, eV/Å:
2.653 3.131 -3.044
-3.132 -0.258 1.278
-0.371 1.332 -2.072
0.044 -0.040 0.289
0.027 -0.870 2.016
0.212 0.176 0.224
1.516 -2.050 -0.419
-1.108 1.036 2.232
0.272 -3.198 -3.298
0.080 1.373 -0.072
-0.344 1.586 -1.619
0.010 -0.648 2.130
1.865 1.185 -0.903
-0.682 2.127 -0.398
0.092 -0.435 0.130
-0.112 -0.080 0.010
-0.084 -0.013 -1.209
-1.405 2.126 0.259
-0.089 -2.609 0.929
-0.172 -0.049 0.159
-0.277 -1.254 -2.197
-0.136 -0.426 -0.132
1.667 -1.590 0.554
-0.047 0.060 0.107
0.102 -0.026 -0.200
-0.073 -0.014 0.017
0.103 0.059 0.107
-0.179 1.736 1.635
2.115 1.363 -0.163
-0.250 -0.184 -0.953
-3.556 0.481 0.271
0.397 -1.648 1.570
0.665 0.848 2.187
-0.626 -1.441 -1.952
0.510 -0.046 -1.358
-0.290 -0.184 -2.609
0.473 0.981 -1.086
1.399 -0.261 0.202
0.031 0.126 -0.163
2.473 2.644 -0.560
-0.619 -0.402 1.519
0.445 -0.845 1.322
-1.961 -0.657 -1.042
-0.503 2.148 0.738
0.487 0.016 -1.519
-2.447 0.058 -0.696
0.502 2.417 -0.173
-0.241 -2.456 -0.243
-2.195 1.168 -0.474
-0.775 -1.108 0.267
1.201 1.111 0.622
0.197 0.100 0.012
-0.104 -0.053 -0.224
0.120 -2.531 -0.866
-0.178 0.200 -0.280
-0.538 0.082 1.623
0.651 0.285 0.514
1.557 1.609 4.383
1.476 0.488 -2.156
1.102 0.082 -2.553
-0.106 0.079 -0.085
-1.887 -1.734 0.325
-0.040 0.139 0.147
0.070 -0.029 -0.036
0.429 1.927 1.535
-0.502 -1.295 -0.857
0.083 -0.097 -0.030
-0.010 -1.124 1.736
0.292 -0.275 -0.929
2.071 2.974 -0.174
-1.969 -0.575 1.090
0.079 0.044 -0.096
0.132 1.906 1.891
-0.583 -4.335 -1.496
-0.646 -3.258 0.493
0.760 -0.635 0.797
0.571 -0.214 1.022
1.561 0.331 0.802
1.250 -0.753 1.058
-0.198 0.730 0.320
-0.164 0.132 0.024
1.963 0.196 -1.979
-2.586 -0.513 0.577
-0.082 -1.522 1.129
-2.220 1.037 -1.141
-0.221 0.111 1.204

=====

The following is a DFT calculation (wB97M-V/def2-TZVPD) of a 8-piece molecular cluster, C25H49BO21 overall.

Properties
* Kohn-Sham gap: 10.19 eV
* SMILES string: COC(=O)OC.COC(=O)OC.COC(=O)OC.COC(=O)OC.COC(=O)OC.COC(=O)OC.COC(=O)OC.C#CCBC

Element x y z (Å)
1 C -4.054 -0.230 2.161
2 O 1.905 -2.557 -2.352
3 H -0.907 -0.147 1.551
4 C 1.623 -0.840 5.635
5 O 0.330 -2.613 -3.832
6 H 3.175 4.554 1.503
7 C -5.129 -0.356 0.107
8 C -8.527 -5.298 3.902
9 C 6.447 -6.812 0.326
10 H -6.554 0.478 -1.947
11 H 1.786 6.067 4.265
12 O 0.427 -0.847 -2.422
13 C -0.820 -2.020 -4.432
14 C -0.369 2.988 -7.014
15 H 3.551 -4.634 1.073
16 O -8.328 -5.197 2.492
17 C -1.335 1.832 -5.248
18 H -1.832 2.714 -4.846
19 H 7.640 6.340 1.298
20 H 2.934 -0.924 -1.580
21 C 6.250 -7.998 0.302
22 O -4.900 -0.538 -1.199
23 C -6.071 -0.497 -2.017
24 H -0.571 -1.051 -4.864
25 H 7.370 -4.979 -0.297
26 O -7.052 -3.364 2.856
27 C 0.532 4.045 -8.871
28 O -3.960 -0.411 0.743
29 H 2.714 5.518 0.069
30 C 1.874 2.123 1.426
31 H 3.831 -6.300 0.568
32 H 7.184 7.309 -0.138
33 C -6.658 -3.135 0.253
34 H 5.848 -8.988 0.147
35 H -0.384 1.665 -4.743
36 H -3.046 -0.295 2.565
37 C -0.420 -1.119 1.479
38 H 1.557 3.966 -8.509
39 H -1.626 -1.920 -3.705
40 O -0.538 -0.787 4.102
41 H 0.045 6.354 4.410
42 C 2.858 5.529 1.149
43 H -9.161 -6.164 4.078
44 O 5.359 5.429 0.289
45 H 0.758 4.948 5.214
46 H -6.766 -1.286 -1.740
47 O -0.272 2.989 -8.346
48 H 1.859 1.352 2.197
49 H 7.696 8.108 1.356
50 C 7.159 7.254 0.950
51 O -7.456 -4.190 0.790
52 H 1.017 -1.623 6.089
53 H 5.143 -4.181 -1.542
54 H 1.474 1.702 0.506
55 C -7.561 -4.168 2.120
56 H -5.634 -3.201 0.625
57 C 2.553 -1.895 -1.267
58 C 3.739 -5.269 0.178
59 C 5.029 6.337 1.006
60 H -4.661 -1.015 2.611
61 C 6.454 -5.310 0.222
62 O 0.758 -1.155 2.285
63 H -7.090 -2.167 0.488
64 O -1.142 1.958 -6.657
65 O -6.202 -0.171 0.619
66 C 0.810 5.585 4.332
67 H 0.535 3.941 -9.954
68 B 5.114 -4.833 -0.550
69 H -0.118 -1.277 0.446
70 H 1.217 0.143 5.870
71 O 3.812 6.527 1.520
72 H 1.917 5.788 1.619
73 H 1.874 -1.786 -0.422
74 C 1.405 3.842 2.919
75 H -7.577 -5.448 4.415
76 H -5.753 -0.656 -3.045
77 O 5.816 7.331 1.427
78 H 2.901 -5.191 -0.539
79 H -4.461 0.752 2.399
80 H 6.378 -4.872 1.240
81 O 1.036 3.221 1.796
82 H 2.634 -0.904 6.031
83 H 3.390 -2.515 -0.952
84 H -1.107 -1.915 1.764
85 H -6.641 -3.255 -0.828
86 O 2.346 3.554 3.610
87 C 0.535 -0.972 3.589
88 H -9.031 -4.411 4.284
89 O 0.538 4.833 3.149
90 H -1.974 0.968 -5.079
91 H -1.152 -2.680 -5.230
92 H 2.894 2.459 1.240
93 O 1.708 -1.025 4.221
94 O 0.147 3.775 -6.266
95 H 0.109 5.016 -8.614
96 C 0.846 -1.901 -2.829

Cartesian forces, eV/Å:
0.103 -0.006 0.469
-0.056 -0.011 -0.057
-0.031 -0.066 0.083
0.083 0.045 0.359
0.056 0.010 0.058
0.234 0.064 -0.157
0.204 0.157 0.008
-0.105 -0.100 0.296
-0.358 1.068 -0.222
-0.052 -0.078 0.113
0.029 -0.139 0.042
-0.007 -0.021 0.009
-0.319 0.048 -0.226
-0.050 -0.082 -0.082
0.032 -0.144 -0.570
0.017 0.024 -0.065
-0.057 -0.077 0.330
0.157 0.037 -0.001
-0.074 -0.038 -0.127
-0.142 0.018 0.027
-0.500 -0.117 -0.303
-0.008 -0.085 0.053
-0.140 0.108 -0.248
-0.015 0.014 0.132
-0.271 -0.068 0.505
0.013 -0.045 -0.007
0.165 0.203 -0.212
0.002 -0.041 -0.093
0.124 -0.081 0.022
0.104 -0.331 -0.133
-0.095 0.421 -0.251
-0.022 -0.147 0.033
0.037 0.074 -0.167
0.578 0.356 0.294
-0.025 0.150 0.014
0.033 -0.036 -0.206
-0.287 -0.020 -0.332
-0.076 0.077 0.108
0.094 0.130 0.031
0.014 0.008 -0.042
-0.064 -0.110 -0.199
-0.115 0.036 -0.321
0.020 -0.003 -0.231
0.003 0.026 0.018
0.141 -0.022 -0.060
-0.062 0.136 0.063
-0.045 -0.058 0.049
0.129 0.098 0.041
-0.211 0.031 0.088
0.316 0.068 -0.054
-0.004 -0.133 0.031
-0.098 0.101 -0.057
0.069 0.059 -0.058
-0.171 0.192 0.036
-0.047 -0.062 -0.104
-0.066 0.076 0.102
0.265 0.104 0.341
0.561 0.271 -0.770
-0.064 0.088 0.103
-0.118 0.098 -0.080
0.033 -0.657 -0.403
0.092 -0.015 0.039
0.049 -0.088 0.172
-0.008 -0.012 -0.081
0.079 0.195 -0.144
0.000 0.252 0.260
-0.135 -0.178 0.064
-0.484 -0.962 1.600
0.171 0.041 0.089
-0.108 -0.084 -0.032
0.085 0.058 0.004
0.130 0.310 -0.001
0.000 0.116 -0.068
-0.362 -0.308 0.190
-0.014 0.150 -0.016
0.198 -0.011 0.111
-0.068 -0.014 0.009
0.124 -0.056 0.625
-0.125 -0.084 -0.068
0.316 -0.164 -0.449
-0.041 0.099 0.031
0.036 -0.025 -0.232
-0.111 -0.136 -0.231
-0.026 0.113 0.106
-0.119 -0.292 0.068
-0.052 -0.015 0.019
0.128 -0.031 -0.011
0.149 0.035 -0.001
-0.065 -0.130 0.007
0.003 0.005 -0.250
0.212 -0.127 0.080
-0.001 -0.039 0.144
-0.040 -0.005 -0.105
-0.019 -0.020 -0.020
0.086 -0.041 0.119
0.060 -0.153 -0.048

=====

The following is a DFT calculation (wB97M-V/def2-TZVPD) of a 9-piece molecular cluster, C25H49Cl2F3N7O10S2 overall.

Properties
* total charge: -1
* Kohn-Sham gap: 8.66 eV

Element x y z (Å)
1 N 9.901 -1.052 2.176
2 H -8.844 3.630 -2.804
3 C -2.851 5.935 -0.940
4 S -0.082 -1.983 -2.473
5 O 2.055 4.019 -10.620
6 S 0.956 -1.685 -0.349
7 H -1.596 -5.067 3.561
8 H 6.252 -3.267 5.037
9 C -3.084 3.990 8.707
10 N 0.434 -2.866 -1.089
11 C -9.509 3.001 -2.213
12 C 1.873 6.415 -10.695
13 O -9.728 0.354 -0.979
14 C -2.836 2.792 6.259
15 H 12.108 -2.684 3.536
16 F 1.649 -2.601 0.802
17 H -9.832 2.236 -2.920
18 H 1.120 3.082 -8.142
19 C 1.505 4.006 -7.710
20 C -2.508 4.141 6.419
21 H -3.030 9.862 0.014
22 H 10.482 -2.296 4.168
23 C -3.703 9.280 0.644
24 N 3.674 -6.749 -2.400
25 H -8.137 3.013 -0.702
26 H -7.997 -0.272 0.851
27 H 5.376 -6.464 -1.241
28 C -3.039 2.017 7.417
29 O 0.986 -1.814 -3.419
30 F -0.862 -3.109 -3.302
31 C 1.834 5.092 -9.958
32 H -3.060 4.471 9.674
33 N -3.378 -5.706 1.136
34 H 8.669 -1.003 0.416
35 H 4.944 -4.045 5.851
36 H 4.883 -5.236 -2.462
37 H 2.917 -6.319 -1.888
38 H -8.004 1.381 1.227
39 H -3.413 2.027 9.556
40 H -1.130 -6.291 2.340
41 H 1.349 -7.783 -1.993
42 O -4.316 -6.176 3.215
43 H -5.296 -6.519 0.585
44 O -4.516 6.984 0.930
45 N 1.568 5.145 -8.649
46 C -3.353 -5.856 2.492
47 N -3.095 7.315 -0.791
48 H 8.226 0.059 1.759
49 O -1.060 -0.878 -2.373
50 H -1.794 5.804 -1.172
51 H 1.429 -8.536 -3.651
52 H -2.513 -5.319 0.787
53 H -4.687 9.726 0.503
54 H -1.768 -6.855 3.714
55 H -2.844 2.290 5.303
56 C 9.064 -0.351 1.195
57 F -2.390 6.053 7.723
58 H 1.705 6.284 -11.764
59 O 2.026 -0.946 -0.870
60 H -3.356 5.582 -1.838
61 O 4.087 -8.635 -3.660
62 C -8.782 1.105 -0.733
63 C 5.028 -6.297 -2.260
64 C 10.522 -2.191 2.086
65 H -3.025 0.937 7.426
66 C -3.813 7.801 0.248
67 H -6.818 0.795 0.022
68 O 10.541 -2.792 1.044
69 C 6.031 -4.050 5.762
70 H -2.185 4.645 5.520
71 H 5.813 -6.760 -2.859
72 H 9.473 0.584 0.811
73 H 2.523 3.814 -7.372
74 H 1.281 7.275 -10.381
75 C 11.037 -2.768 3.357
76 C -3.232 2.600 8.658
77 H 0.923 4.237 -6.818
78 H -4.808 -4.934 -0.211
79 H -10.250 3.566 -1.648
80 H 1.861 -9.464 -2.308
81 H -3.176 5.389 -0.054
82 C -2.742 4.769 7.605
83 C -1.891 -5.990 3.061
84 C 1.897 -8.437 -2.671
85 O 0.069 -0.878 0.411
86 H -3.366 9.457 1.665
87 H 10.863 -3.843 3.413
88 H -2.594 8.019 -1.313
89 Cl 6.291 -5.734 5.345
90 C 3.348 -7.941 -2.920
91 C -4.490 -5.889 0.208
92 H 1.250 6.044 -8.315
93 C -7.840 0.703 0.389
94 H -4.117 -6.542 -0.581
95 H 9.970 -0.476 3.003
96 Cl 6.791 -3.509 7.279
97 H 2.900 6.776 -10.632
98 N -8.743 2.352 -1.166

Cartesian forces, eV/Å:
-1.620 4.238 0.720
-0.045 0.324 0.289
0.410 -1.002 -1.283
-1.043 0.252 -3.461
-0.490 3.021 2.387
2.335 2.267 6.923
0.108 -0.166 0.083
0.569 -0.770 -0.380
0.103 0.583 1.058
-3.395 -0.795 -5.262
0.365 -0.831 0.350
0.709 0.472 -0.490
0.568 0.097 -1.014
0.560 -0.615 1.687
0.012 0.458 -0.253
0.080 0.060 -0.062
-0.772 0.145 0.368
-0.035 0.324 -0.338
0.748 0.166 -0.203
-1.048 -0.766 -2.089
0.145 -0.206 -0.239
0.291 -0.124 0.335
-0.220 -0.057 -0.929
-0.665 -1.702 -0.142
0.310 -0.509 0.081
-0.276 -0.120 -0.838
-0.099 0.292 0.251
-0.531 -0.320 -0.156
0.160 0.449 1.047
-0.642 -0.424 1.355
0.081 -2.952 -2.813
-0.337 0.215 0.126
0.001 0.351 0.875
0.394 0.061 0.089
0.167 0.433 0.542
1.175 0.197 0.118
0.545 0.350 0.137
0.265 0.410 -0.080
0.044 0.004 -0.026
-0.165 0.766 -0.695
-0.212 -0.060 -0.183
1.345 1.082 -1.536
-0.042 0.682 0.725
1.641 2.599 -1.487
-0.735 -0.106 0.875
-0.292 -2.629 1.183
-0.261 2.813 0.838
-0.388 -0.415 0.065
1.946 -2.638 0.815
0.128 -0.256 0.407
-0.179 0.476 0.024
-0.224 -0.181 -0.389
-0.068 -0.025 0.272
-0.911 0.314 0.588
0.388 0.194 -0.117
-0.490 0.027 0.415
-0.265 0.419 0.373
-0.163 -0.359 0.187
1.977 0.720 -1.648
-0.322 -0.427 0.164
-0.912 1.413 1.731
-2.509 -2.375 2.094
-0.021 1.215 0.626
0.513 -1.868 -0.490
-0.309 -0.155 -0.637
-1.568 -2.544 2.491
0.195 -0.022 0.382
0.387 -1.168 -1.525
-1.396 0.611 0.265
-0.015 0.498 0.133
-0.848 -0.072 -0.640
0.780 -0.423 -0.460
-0.010 -0.232 0.050
-0.375 -0.385 0.495
0.202 -0.267 1.232
0.628 1.448 -1.027
-0.118 0.306 -0.287
-0.333 -0.201 0.075
-0.612 0.111 -1.035
0.473 0.129 0.332
0.130 0.123 -0.208
0.784 -1.506 0.666
-0.294 0.156 -0.347
0.720 0.266 -0.329
-1.420 0.039 0.336
-0.236 -0.552 0.026
-0.304 0.085 -0.328
0.212 -0.489 -0.051
0.761 0.053 -0.266
-0.003 -2.444 -1.927
0.639 -0.483 -0.159
0.158 -0.233 0.073
0.646 0.685 -0.083
0.204 0.365 -0.425
0.211 -0.613 0.204
-0.103 -0.322 -0.181
0.232 -0.035 0.061
1.877 2.084 -0.508

=====

| no. | largest force on an atom (eV/Å) |
| --- | --- |
| 1 | 5.11 |
| 2 | 1.93 |
| 3 | 7.65 |